Molecular formula: C29H38BBeF4N4O3
Method: DFT, the ωB97M-V functional and the def2-TZVPD basis

CARTESIAN COORDINATES (ANGSTROEM)
Be: 15.2050 -18.4649 16.2306
B: 17.9567 -17.4934 16.6976
F: 18.8632 -17.8085 17.6921
F: 16.7393 -16.9933 17.1778
F: 18.4924 -16.5344 15.8315
F: 17.6189 -18.6556 15.9481
N: 15.8194 -17.5948 13.8906
C: 17.0704 -17.3355 13.4931
C: 17.4517 -17.0291 12.1914
C: 16.4403 -17.0649 11.2313
C: 15.1193 -17.1431 11.6067
C: 14.8817 -17.4362 12.9378
H: 17.9154 -17.2591 14.1596
H: 18.4793 -16.8043 11.9555
H: 16.7602 -17.0223 10.1958
H: 14.2784 -17.0038 10.9447
H: 13.8834 -17.6185 13.3190
N: 18.7588 -12.6577 18.6493
C: 18.0810 -11.5319 18.4852
C: 16.7260 -11.5184 18.1187
C: 16.0771 -12.7269 17.9724
C: 16.7877 -13.9032 18.1938
C: 18.1398 -13.8316 18.4578
H: 18.5362 -10.5848 18.7485
H: 16.2310 -10.5722 17.9484
H: 15.0460 -12.7539 17.6442
H: 16.2704 -14.8206 17.9477
H: 18.7233 -14.7425 18.5278
N: 17.7804 -11.1378 13.7055
C: 18.6518 -10.8985 14.6861
C: 19.1828 -11.8911 15.4974
C: 18.9594 -13.2125 15.1268
C: 18.0620 -13.4906 14.1058
C: 17.4119 -12.4085 13.5354
H: 18.8478 -9.8445 14.8492
H: 19.8831 -11.7304 16.3038
H: 19.5180 -13.9716 15.6603
H: 17.8085 -14.5232 13.9074
H: 16.6019 -12.6712 12.8610
N: 15.9449 -20.1625 17.8513
C: 17.1297 -20.1777 18.4824
C: 17.6034 -21.2894 19.1509
C: 16.9039 -22.4821 19.0332
C: 15.5863 -22.4190 18.5728
C: 15.1539 -21.2294 18.0317
H: 17.6663 -19.2386 18.4695
H: 18.5469 -21.2948 19.6776
H: 17.2614 -23.4069 19.4653
H: 14.8947 -23.2457 18.6438
H: 14.1593 -21.2194 17.6008
C: 13.7970 -16.1956 20.4577
C: 14.6339 -17.3235 19.9059
O: 14.5988 -17.6609 18.7364
C: 15.6244 -17.9710 20.8335
H: 13.1262 -16.5659 21.2342
H: 13.1305 -15.8761 19.6534
H: 14.3426 -15.3112 20.7795
H: 16.5386 -17.3736 20.8848
H: 15.9474 -18.9648 20.5332
H: 15.1948 -18.0331 21.8342
C: 16.9395 -22.4636 14.7055
C: 16.2044 -21.2403 14.2459
O: 15.9280 -20.3803 15.0674
C: 15.9103 -21.0674 12.7705
H: 17.5750 -22.8008 13.8832
H: 16.2197 -23.2724 14.8573
H: 17.5415 -22.3151 15.5968
H: 16.8606 -20.8188 12.2991
H: 15.0830 -20.3709 12.6802
H: 15.6079 -22.0476 12.3959
C: 22.2549 -14.2609 18.9332
C: 22.4158 -15.7353 18.6446
O: 23.0048 -16.4907 19.3863
C: 21.9925 -16.2064 17.2842
H: 23.1015 -13.7001 18.5435
H: 22.2015 -14.1891 20.0179
H: 21.3047 -14.0032 18.4646
H: 22.0790 -17.2854 17.1982
H: 22.5836 -15.6447 16.5534
H: 20.9731 -15.9376 16.9895

Properties
- Energy relative to the best compared isomer or geometry (same formula, charge and spin): 0.000 eV
- HOMO-LUMO gap: 4.75 eV
- Total charge: +1
- Calculated total energy: -2011.560871 a.u.
- E_HOMO: -0.39122 hartree
- LUMO: -0.2165 hartree


Molecular formula: CH11NO4
Method: DFT, the ωB97M-V functional and the def2-TZVPD basis

CARTESIAN COORDINATES (ANGSTROEM)
C: 1.2113 0.9052 0.8266
N: 0.5456 0.0628 1.7279
H: 0.7024 0.6797 -0.1672
H: 2.2858 0.6723 0.7592
H: 1.1092 1.9539 1.1134
H: -0.4500 0.2781 1.7031
H: -1.0818 2.8830 -1.0437
O: -0.7933 1.9643 -0.9506
H: -1.3898 0.8880 -1.4433
H: -2.2130 0.2878 -2.7330
O: -1.7553 -0.0016 -1.9408
H: 0.2038 -3.3269 1.0413
H: 0.7800 -0.9433 1.5656
O: 0.4318 -2.4074 1.1884
H: 0.4622 -1.8601 0.1202
H: -0.4930 -0.9763 -1.0008
O: 0.4442 -1.0595 -0.7662

Properties
- Energy relative to the best compared isomer or geometry (same formula, charge and spin): 8.653 eV
- HOMO-LUMO gap: 4.60 eV
- Calculated total energy: -400.103569 a.u.
- E_HOMO: -0.35234 hartree
- LUMO: -0.1833 hartree


Molecular formula: C14H23N4O3
Method: DFT, the ωB97M-V functional and the def2-TZVPD basis

CARTESIAN COORDINATES (ANGSTROEM)
O: 1.8742 2.4836 0.5448
C: 1.5225 1.3761 0.4037
O: 1.9108 0.6797 -0.7896
N: 2.6817 -0.4124 -0.4279
C: 4.0246 -0.4126 -0.5933
N: 4.6942 -0.6717 -1.8278
C: 5.7649 -1.5348 -1.2807
C: 6.2276 -0.6836 -0.0768
N: 4.8953 -0.2518 0.3869
C: 0.7067 0.5887 1.3400
C: -0.1183 -0.4456 0.9055
C: -0.8550 -1.1836 1.8219
C: -0.7664 -0.8741 3.1729
C: 0.0419 0.1772 3.5934
C: 0.7902 0.9195 2.6921
H: 2.2177 -1.2532 -0.1131
H: 5.1365 0.2254 -2.0536
H: 5.2484 -2.3608 -0.7917
H: 6.5036 -1.8628 -1.9922
H: 6.8188 0.1721 -0.4054
H: 6.7874 -1.2162 0.6807
H: 4.8588 0.6236 0.9101
H: -0.2028 -0.6854 -0.1448
H: -1.4998 -1.9738 1.4719
H: -1.3227 -1.4350 3.9057
H: 0.0812 0.4276 4.6421
H: 1.4165 1.7296 3.0248
C: -4.3316 1.3508 -2.4754
C: -3.1576 0.7632 -1.7004
C: -3.4797 -0.5627 -0.9934
O: -4.2459 -0.4318 0.1852
C: -5.6447 -0.2938 -0.0084
N: -2.6567 1.7729 -0.7604
H: -5.0590 1.8257 -1.8185
H: -3.9781 2.1152 -3.1662
H: -4.8452 0.5839 -3.0581
H: -2.3635 0.5523 -2.4244
H: -2.5341 -1.0100 -0.6717
H: -3.9504 -1.2787 -1.6800
H: -5.9907 -0.8740 -0.8678
H: -5.9268 0.7534 -0.1317
H: -6.1379 -0.6694 0.8870
H: -1.8105 1.4250 -0.3185
H: -3.3261 1.8320 0.0028

Properties
- Energy relative to the best compared isomer or geometry (same formula, charge and spin): 0.199 eV
- HOMO-LUMO gap: 5.43 eV
- Total charge: +1
- Calculated total energy: -991.610920 a.u.
- E_HOMO: -0.40788 hartree
- LUMO: -0.2084 hartree


Molecular formula: C4H3FN2O
Method: DFT, the ωB97M-V functional and the def2-TZVPD basis

CARTESIAN COORDINATES (ANGSTROEM)
O: 2.3389 0.4672 -0.0266
C: 1.0262 0.0985 0.0098
C: 0.3834 -0.0647 1.2606
N: -0.8827 -0.3230 1.3197
C: -1.5813 -0.2203 0.2101
C: -0.9395 -0.0879 -1.0198
F: -1.6773 -0.1875 -2.1157
N: 0.4119 0.0840 -1.1836
H: 2.5501 0.6727 -0.8773
H: 0.9737 0.0342 2.1289
H: -2.6032 -0.4731 0.2937

Properties
- Energy relative to the best compared isomer or geometry (same formula, charge and spin): 0.916 eV
- HOMO-LUMO gap: 9.74 eV
- SMILES: Oc1cncc(F)n1
- Calculated total energy: -438.834029 a.u.
- E_HOMO: -0.34864 hartree
- LUMO: 0.0094 hartree